Version P
A cluster of 3 separate species, C3H12N2O in total, computed with the ωB97M-V functional and the def2-TZVPD basis.

ORCA input file:
```
! wB97M-V def2-TZVPD RIJCOSX def2/J DEFGRID3
* xyz 0 1
C -1.506 -1.169 -0.657
C -1.746 -0.320 -1.660
H -0.670 -1.818 -0.403
H -2.310 -1.355 0.066
H -1.268 -0.374 -2.618
H -2.661 0.249 -1.501
N 1.397 -0.607 -1.867
C 2.295 -0.274 -0.752
O 1.710 0.025 0.542
H 2.097 -0.824 -2.573
H 0.943 0.265 -2.130
H 3.048 0.501 -0.902
H 2.915 -1.184 -0.663
H 0.883 0.383 0.203
N -2.225 1.897 3.783
H -1.846 1.464 4.607
H -2.460 1.250 3.044
H -1.469 2.457 3.412
*
```

HOMO energy	-9.88	eV
gap between HOMO and LUMO	10.634	eV
SMILES string	C=C.NCO.N

=====

Version Q
A cluster of 2 separate species, C3H12N2O in total, computed with the ωB97M-V functional and the def2-TZVPD basis.

ORCA input file:
```
! wB97M-V def2-TZVPD RIJCOSX def2/J DEFGRID3
* xyz 0 1
C 0.405 -0.193 -1.397
C -0.088 -0.433 0.067
N -0.038 0.717 0.943
C -1.435 -1.038 0.123
N -2.022 -0.996 1.489
H -0.106 -0.915 -2.060
H 1.501 -0.480 -1.372
H 0.258 0.870 -1.610
H 0.457 -1.326 0.459
H -1.004 1.099 1.137
H 0.572 1.384 0.450
H -2.131 -0.519 -0.483
H -1.312 -2.050 -0.231
H -1.489 -1.614 2.059
H -2.061 -0.113 1.943
O 2.645 2.128 -0.662
H 3.194 1.498 -1.186
H 2.653 1.981 0.333
*
```

HOMO energy	-8.86	eV
gap between HOMO and LUMO	9.647	eV
SMILES string	C[C@@H](N)CN.O

=====

Most stable = version Q

=====

Version P
A cluster of 3 separate species, C4H15N2O3 in total, computed with the ωB97M-V functional and the def2-TZVPD basis.

ORCA input file:
```
! wB97M-V def2-TZVPD RIJCOSX def2/J DEFGRID3
* xyz 1 1
C -1.128 1.852 0.922
C -0.417 0.666 0.318
C 0.587 1.065 -0.755
C 1.214 -0.125 -1.447
N 2.408 0.050 -2.017
O 0.607 -1.195 -1.549
N -1.407 -0.265 -0.311
H -1.867 1.555 1.663
H -1.603 2.488 0.174
H -0.421 2.495 1.441
H 0.093 0.086 1.078
H 0.075 1.652 -1.519
H 1.345 1.710 -0.314
H 2.952 0.892 -1.921
H 2.816 -0.706 -2.548
H -2.067 0.237 -0.908
H -1.949 -0.833 0.364
H -0.849 -0.919 -0.900
H -3.169 -2.260 2.025
H -2.439 -3.155 0.990
O -2.493 -2.251 1.339
H 2.952 -0.646 1.875
H 2.447 -1.646 0.840
O 2.314 -0.746 1.160
*
```

HOMO energy	-14.05	eV
gap between HOMO and LUMO	11.490	eV

=====

Version Q
A cluster of 3 separate species, C4H15N2O3 in total, computed with the ωB97M-V functional and the def2-TZVPD basis.

ORCA input file:
```
! wB97M-V def2-TZVPD RIJCOSX def2/J DEFGRID3
* xyz 1 1
O 0.548 -0.225 1.529
C 1.038 -0.948 0.688
N 2.111 -1.712 1.006
C 0.704 -0.952 -0.816
N -0.461 -0.082 -1.121
C -0.037 1.309 -1.595
C 0.647 1.233 -2.929
H 2.476 -2.554 0.590
H 2.428 -1.595 1.959
H 1.661 -0.634 -1.234
H 0.412 -1.987 -0.992
H -1.134 0.080 -0.309
H -1.010 -0.582 -1.819
H 0.521 1.752 -0.755
H -0.945 1.925 -1.621
H 0.885 2.243 -3.267
H -0.012 0.700 -3.614
H 1.652 0.799 -2.858
H -1.424 1.621 2.901
H -0.630 1.560 1.661
O -1.536 1.695 1.960
H -1.912 -1.251 1.607
H -2.492 0.223 1.245
O -2.225 -0.656 0.914
*
```

HOMO energy	-14.46	eV
gap between HOMO and LUMO	11.595	eV

=====

Most stable = version P

=====

Version P
The molecule C4H7F2N, computed with the ωB97M-V functional and the def2-TZVPD basis.

ORCA input file:
```
! wB97M-V def2-TZVPD RIJCOSX def2/J DEFGRID3
* xyz 0 1
C -2.026 -0.643 -0.301
C -1.221 0.362 0.045
F -1.435 1.022 1.199
C 0.096 0.789 -0.624
F 0.370 2.001 -0.083
C 1.233 -0.194 -0.310
N 1.209 -0.533 1.125
H -1.839 -1.331 -1.133
H -2.914 -0.810 0.284
H -0.004 0.830 -1.690
H 1.100 -1.121 -0.878
H 2.186 0.288 -0.585
H 1.143 0.349 1.623
H 2.105 -1.010 1.328
*
```

HOMO energy	-9.56	eV
gap between HOMO and LUMO	10.540	eV
SMILES string	C=C(F)[C@@H](F)CN

=====

Version Q
The molecule C4H7F2N, computed with the ωB97M-V functional and the def2-TZVPD basis.

ORCA input file:
```
! wB97M-V def2-TZVPD RIJCOSX def2/J DEFGRID3
* xyz 0 1
F -2.055 -0.827 -0.546
C -1.427 -0.016 0.465
C 0.018 0.042 0.186
C 0.788 -1.254 0.235
F 2.079 -0.950 -0.442
C 0.232 1.140 -0.773
N 0.762 1.386 0.513
H -1.912 -0.502 1.380
H -1.876 0.882 0.116
H 1.223 -1.322 1.483
H 0.114 -2.104 -0.206
H 0.957 0.966 -1.725
H -0.643 1.620 -1.281
H 1.741 0.940 0.596
*
```

HOMO energy	-9.99	eV
gap between HOMO and LUMO	10.978	eV
SMILES string	FCC1(CF)CN1

=====

Most stable = version P

=====

Version P
A structure of composition C28H32NO9PSV, computed with the ωB97M-V functional and the def2-TZVPD basis.

ORCA input file:
```
! wB97M-V def2-TZVPD RIJCOSX def2/J DEFGRID3
* xyz -1 3
V 0.172 0.182 0.167
O -3.216 0.145 2.285
C -2.994 -1.076 2.943
C -2.533 -2.174 2.008
N -1.161 -2.013 1.523
C -1.012 -2.734 0.266
C -1.623 -1.916 -0.876
O -2.368 -2.426 -1.690
O -1.255 -0.670 -0.873
C -0.169 -2.403 2.506
C 1.199 -1.739 2.317
O 2.116 -2.064 3.045
O 1.290 -0.858 1.371
H -2.377 0.440 1.854
H -2.285 -0.965 3.775
H -3.949 -1.382 3.374
H -2.654 -3.156 2.498
H -3.197 -2.157 1.142
H 0.054 -2.849 0.056
H -1.467 -3.732 0.294
H -0.508 -2.114 3.501
H -0.002 -3.490 2.531
O 1.679 3.423 -2.280
S 1.483 2.008 -2.117
O 0.521 1.355 -2.969
O 1.247 1.665 -0.671
C 3.058 1.242 -2.474
C 4.074 2.043 -2.974
C 5.302 1.484 -3.288
C 5.515 0.127 -3.091
C 4.498 -0.671 -2.591
C 3.251 -0.131 -2.286
P 1.855 -1.172 -1.680
C 1.275 -1.936 -3.239
C -0.005 -1.644 -3.695
C -0.462 -2.199 -4.885
C 0.354 -3.036 -5.625
C 1.639 -3.329 -5.176
C 2.094 -2.783 -3.990
C 2.735 -2.543 -0.854
C 2.366 -3.871 -1.056
C 2.930 -4.883 -0.289
C 3.865 -4.578 0.689
C 4.230 -3.255 0.903
C 3.668 -2.248 0.140
H 3.882 3.100 -3.101
H 6.096 2.110 -3.676
H 6.477 -0.313 -3.324
H 4.678 -1.724 -2.421
H -0.642 -0.986 -3.123
H -1.467 -1.976 -5.220
H -0.006 -3.469 -6.550
H 2.281 -3.987 -5.750
H 3.091 -3.026 -3.638
H 1.634 -4.120 -1.816
H 2.630 -5.911 -0.454
H 4.293 -5.365 1.298
H 4.926 -3.005 1.692
H 3.926 -1.215 0.342
C -1.432 3.220 2.404
C -0.430 2.068 2.378
C -0.474 1.300 3.701
C 0.982 2.607 2.162
O -0.835 1.195 1.323
H -1.202 3.917 3.215
H -2.440 2.828 2.549
H -1.398 3.757 1.455
H -0.136 1.944 4.517
H 0.189 0.433 3.653
H -1.490 0.970 3.916
H 1.252 3.253 3.000
H 1.051 3.176 1.236
H 1.705 1.787 2.121
*
```

HOMO energy (spin up / spin down)	-5.85 / -6.30	eV
gap between HOMO and LUMO (spin up / spin down)	8.451 / 8.901	eV
⟨S²⟩	2.01

=====

Version Q
A structure of composition C28H32NO9PSV, computed with the ωB97M-V functional and the def2-TZVPD basis.

ORCA input file:
```
! wB97M-V def2-TZVPD RIJCOSX def2/J DEFGRID3
* xyz -1 3
V -0.225 -1.645 -0.537
O -0.640 -3.722 -1.554
C -1.813 -4.449 -1.202
C -3.060 -3.846 -1.841
N -3.236 -2.456 -1.516
C -3.112 -1.499 -2.579
C -1.661 -1.457 -3.089
O -1.375 -1.868 -4.203
O -0.800 -0.997 -2.236
C -3.853 -2.131 -0.266
C -2.895 -2.007 0.939
O -3.312 -2.244 2.058
O -1.708 -1.599 0.652
H -0.579 -3.619 -2.515
H -1.867 -4.400 -0.113
H -1.701 -5.501 -1.490
H -3.933 -4.439 -1.532
H -2.978 -3.942 -2.929
H -3.373 -0.511 -2.199
H -3.762 -1.737 -3.433
H -4.604 -2.884 0.002
H -4.382 -1.176 -0.337
O 0.822 -2.975 0.696
S 2.126 -2.803 -0.013
O 2.913 -3.989 -0.173
O 1.706 -2.122 -1.268
C 3.006 -1.627 0.956
C 4.239 -2.040 1.450
C 4.936 -1.217 2.313
C 4.362 -0.011 2.691
C 3.133 0.368 2.177
C 2.415 -0.402 1.254
P 0.691 0.428 0.424
C 1.842 1.528 -0.473
C 2.394 2.696 0.048
C 3.250 3.474 -0.715
C 3.569 3.098 -2.013
C 3.027 1.934 -2.536
C 2.170 1.154 -1.772
C 0.224 0.866 2.138
C -0.010 2.168 2.565
C -0.374 2.425 3.879
C -0.558 1.377 4.769
C -0.361 0.073 4.337
C 0.046 -0.180 3.038
H 4.625 -3.009 1.166
H 5.898 -1.522 2.705
H 4.871 0.637 3.395
H 2.710 1.303 2.521
H 2.140 3.023 1.046
H 3.661 4.384 -0.294
H 4.235 3.708 -2.610
H 3.268 1.624 -3.545
H 1.756 0.244 -2.193
H 0.073 2.984 1.863
H -0.533 3.448 4.200
H -0.864 1.573 5.789
H -0.529 -0.757 5.012
H 0.205 -1.201 2.713
C -2.800 2.478 -0.376
C -1.359 2.363 -0.892
C -1.384 2.022 -2.385
C -0.680 3.730 -0.736
O -0.787 1.320 -0.126
H -2.784 2.513 0.714
H -3.301 3.373 -0.755
H -3.381 1.604 -0.677
H -1.797 2.854 -2.964
H -1.995 1.140 -2.564
H -0.379 1.814 -2.748
H -1.260 4.480 -1.280
H 0.328 3.730 -1.143
H -0.638 4.045 0.309
*
```

HOMO energy (spin up / spin down)	-5.30 / -5.18	eV
gap between HOMO and LUMO (spin up / spin down)	8.001 / 7.890	eV
⟨S²⟩	2.01

=====

Most stable = version P